Record 1
Molecular formula: C31H44NOP2ReS
Method: DFT, ωB97M-V/def2-TZVPD

The geometry in XYZ format:
```
81
Properties=species:S:1:pos:R:3:forces:R:3:mulliken_spin:R:1
Re 0.108 -0.052 0.248 -0.1 -0.1 -0.5 1.039
C -0.403 4.508 2.135 0.0 0.0 0.0 -0.001
C 0.262 3.168 1.799 0.0 0.0 0.0 -0.014
C 1.745 3.339 1.448 0.0 0.0 0.0 0.000
P -0.619 2.217 0.507 0.0 -0.1 -0.1 -0.040
C -1.119 3.178 -0.977 0.0 0.1 0.0 0.001
C -2.400 3.985 -0.746 0.0 0.0 0.0 0.000
C 0.029 4.059 -1.483 0.0 0.0 0.0 -0.003
C -2.067 1.422 1.274 0.0 -0.1 -0.1 0.067
C -2.726 1.813 2.443 0.0 0.0 0.0 -0.005
C -3.798 1.070 2.898 0.0 0.0 0.0 0.010
C -4.202 -0.092 2.233 0.0 0.0 0.0 0.010
C -3.537 -0.534 1.106 0.0 0.0 0.0 -0.010
C -2.478 0.232 0.623 0.1 0.0 0.0 -0.026
N -1.621 -0.165 -0.455 -0.1 0.1 0.0 -0.096
C -2.034 -0.474 -1.791 0.2 0.0 0.3 0.004
C -3.359 -0.556 -2.178 -0.1 0.0 0.0 -0.027
C -3.644 -0.858 -3.506 0.0 0.0 0.0 0.009
C -2.623 -1.073 -4.418 0.0 0.0 0.0 -0.019
C -1.294 -0.963 -4.024 0.1 0.0 0.1 0.010
C -0.988 -0.648 -2.706 0.1 0.0 -0.1 0.010
P 0.682 -0.462 -2.022 -0.1 0.0 -0.1 0.025
C 1.510 -2.102 -2.068 0.0 0.0 0.0 0.002
C 1.999 -2.529 -3.452 0.0 0.0 0.0 0.001
C 0.555 -3.144 -1.472 0.0 0.0 0.0 0.009
C 1.617 0.867 -2.861 0.0 0.0 0.0 -0.008
C 1.586 0.852 -4.390 0.0 0.0 0.0 -0.002
C 3.039 0.892 -2.293 0.0 0.0 0.0 -0.003
H 0.010 4.876 3.075 0.0 0.0 0.0 0.000
H -1.484 4.442 2.250 0.0 0.0 0.0 0.000
H -0.188 5.255 1.371 0.0 0.0 0.0 0.000
H 0.187 2.507 2.672 0.0 0.0 0.0 -0.001
H 1.885 4.041 0.627 0.0 0.0 0.0 0.000
H 2.218 2.393 1.162 0.0 0.0 0.0 -0.004
H 2.275 3.737 2.313 0.0 0.0 0.0 0.000
H -1.328 2.398 -1.718 0.0 0.0 0.0 -0.004
H -2.230 4.825 -0.074 0.0 0.0 0.0 0.000
H -3.213 3.376 -0.351 0.0 0.0 0.0 0.000
H -2.726 4.393 -1.704 0.0 0.0 0.0 0.000
H 0.148 4.944 -0.859 0.0 0.0 0.0 0.000
H -0.210 4.405 -2.489 0.0 0.0 0.0 0.000
H 0.989 3.542 -1.524 0.0 0.0 0.0 0.001
H -2.428 2.708 2.973 0.0 0.0 0.0 -0.002
H -4.338 1.393 3.779 0.0 0.0 0.0 0.001
H -5.037 -0.663 2.617 0.0 0.0 0.0 0.000
H -3.818 -1.458 0.619 0.0 0.0 0.0 0.000
H -4.164 -0.384 -1.478 0.0 0.0 0.0 0.000
H -4.676 -0.927 -3.825 0.0 0.0 0.0 0.000
H -2.858 -1.316 -5.446 0.0 0.0 0.0 0.000
H -0.511 -1.117 -4.753 0.0 0.0 0.0 0.000
H 2.374 -1.984 -1.406 0.0 0.0 0.0 0.006
H 1.171 -2.642 -4.154 0.0 0.0 0.0 0.001
H 2.481 -3.502 -3.361 0.0 0.0 0.0 0.000
H 2.731 -1.842 -3.874 0.0 0.0 0.0 0.000
H -0.285 -3.332 -2.142 0.0 0.0 0.0 0.001
H 0.153 -2.861 -0.492 0.0 0.0 0.0 -0.003
H 1.089 -4.085 -1.338 0.0 0.0 0.0 0.000
H 1.089 1.766 -2.528 0.0 0.0 0.0 0.004
H 2.035 -0.044 -4.814 0.0 0.0 0.0 0.000
H 2.164 1.705 -4.746 0.0 0.0 0.0 0.000
H 0.575 0.961 -4.778 0.0 0.0 0.0 0.000
H 3.631 0.054 -2.662 0.0 0.0 0.0 0.000
H 3.052 0.862 -1.198 0.0 0.0 0.0 -0.002
H 3.539 1.808 -2.606 0.0 0.0 0.0 0.000
C 3.125 -0.300 3.006 -0.1 0.0 0.0 0.002
S 1.486 -0.855 2.552 0.4 -0.3 0.6 0.024
O 1.647 -1.110 0.985 -0.2 0.4 0.1 0.016
C 1.353 -2.434 3.307 -0.1 0.1 0.0 0.011
C 0.550 -2.510 4.441 -0.1 0.0 0.0 0.000
C 0.485 -3.718 5.117 0.0 0.0 0.0 0.000
C 1.193 -4.814 4.641 0.0 0.0 0.0 0.001
C 1.977 -4.720 3.493 0.0 0.0 0.0 0.000
C 2.073 -3.519 2.815 0.1 0.0 0.0 0.003
H 3.841 -1.074 2.731 0.0 0.0 0.0 0.000
H 3.122 -0.153 4.087 0.0 0.0 0.0 0.000
H 3.329 0.638 2.493 0.0 0.0 0.0 0.000
H -0.006 -1.650 4.795 0.0 0.0 0.0 0.000
H -0.120 -3.805 6.008 0.0 0.0 0.0 0.000
H 1.134 -5.757 5.169 0.0 0.0 0.0 0.000
H 2.520 -5.584 3.135 0.0 0.0 0.0 0.000
H 2.688 -3.428 1.928 0.0 0.0 0.0 0.000
```
Positions in Å, forces in eV/Å.

## Properties
<S²>: 0.7750
Energy above the lowest of the compared OMol25 structures with the same formula, charge and spin in eV: 0.2940
2S+1: 2
HOMO-LUMO gap (spin up / spin down) in eV: 7.04 / 7.07
Net charge: +3

Record 2
Molecular formula: C31H45Br2NO3S2SiTeTi
Method: DFT, ωB97M-V/def2-TZVPD

The geometry in XYZ format:
```
87
Properties=species:S:1:pos:R:3:forces:R:3:mulliken_charge:R:1
Ti -0.848 -0.739 -1.124 -0.5 0.3 -0.1 0.139
Br -4.240 -0.469 -0.790 0.0 0.0 0.0 -0.006
C -4.413 -0.828 -2.668 0.0 0.0 0.0 -0.755
Br -2.654 -0.779 -3.483 0.1 0.0 0.1 0.027
H -5.022 -0.060 -3.128 0.0 0.0 0.0 0.509
H -4.826 -1.819 -2.810 0.0 0.0 0.0 0.504
C -2.357 -3.574 -0.304 0.0 0.0 0.0 -1.704
C -1.312 -3.776 -1.354 0.0 0.0 0.0 0.808
C -1.080 -5.080 -1.827 0.0 0.0 0.0 -0.921
C -0.165 -5.300 -2.813 0.0 0.0 0.0 -0.977
C 0.558 -4.215 -3.351 0.0 0.0 0.0 1.474
C 1.551 -4.382 -4.345 0.0 0.0 0.0 -0.925
C 2.251 -3.304 -4.803 0.0 0.0 0.0 -0.858
C 1.988 -2.021 -4.288 0.0 0.0 0.0 -0.603
C 1.027 -1.834 -3.327 0.0 0.0 0.0 1.297
S 0.709 -0.212 -2.702 0.0 -0.1 0.2 -0.350
C 0.290 -2.932 -2.841 0.0 0.0 0.0 -1.681
N -0.649 -2.726 -1.845 0.1 -0.2 0.1 1.397
H -2.457 -4.471 0.304 0.0 0.0 0.0 0.525
H -3.327 -3.385 -0.769 0.0 0.0 0.0 0.299
H -2.126 -2.745 0.365 0.0 0.0 0.0 0.264
H -1.645 -5.892 -1.392 0.0 0.0 0.0 0.579
H 0.021 -6.301 -3.183 0.0 0.0 0.0 0.480
H 1.743 -5.377 -4.726 0.0 0.0 0.0 0.463
H 3.013 -3.425 -5.561 0.0 0.0 0.0 0.443
H 2.552 -1.172 -4.652 0.0 0.0 0.0 0.565
C 2.741 -3.015 -0.419 0.0 0.0 0.0 -1.335
C 2.288 -2.340 0.861 -0.1 0.0 0.0 1.421
C 3.502 -1.926 1.678 0.0 0.0 0.0 -1.614
C 1.350 -3.226 1.662 0.0 0.0 0.0 -0.958
O 1.537 -1.140 0.441 0.1 0.0 0.0 0.718
Si 0.894 0.067 1.344 0.0 0.0 0.0 -0.919
S -1.239 -0.298 1.052 0.2 -0.1 -0.4 -0.817
O 1.090 1.464 0.550 -0.1 0.2 0.1 0.717
C 2.225 2.403 0.475 0.1 0.0 0.0 1.474
C 2.823 2.251 -0.913 0.0 0.0 0.0 -1.329
C 3.257 2.075 1.541 0.0 0.0 0.0 -1.463
C 1.641 3.788 0.683 0.0 0.0 0.0 -1.385
O 1.283 0.036 2.883 0.0 -0.3 0.0 0.457
C 0.717 0.344 4.197 0.0 0.1 0.0 1.509
C 1.907 0.460 5.132 0.0 0.0 0.0 -1.573
C -0.189 -0.804 4.605 0.0 0.0 0.0 -1.492
C -0.038 1.659 4.098 0.0 0.0 0.0 -1.223
H 3.315 -3.910 -0.180 0.0 0.0 0.0 0.534
H 3.373 -2.346 -1.003 0.0 0.0 0.0 0.382
H 1.888 -3.314 -1.025 0.0 0.0 0.0 0.016
H 4.099 -2.813 1.894 0.0 0.0 0.0 0.601
H 3.222 -1.463 2.621 0.0 0.0 0.0 0.116
H 4.127 -1.236 1.111 0.0 0.0 0.0 0.309
H 1.871 -4.127 1.988 0.0 0.0 0.0 0.546
H 0.493 -3.532 1.057 0.0 0.0 0.0 0.014
H 0.985 -2.708 2.550 0.0 0.0 0.0 -0.098
H 3.183 1.232 -1.065 0.0 0.0 0.0 0.150
H 3.664 2.935 -1.031 0.0 0.0 0.0 0.469
H 2.089 2.485 -1.685 0.0 0.0 0.0 0.225
H 3.630 1.055 1.420 0.0 0.0 0.0 0.236
H 2.849 2.186 2.544 0.0 0.0 0.0 0.200
H 4.107 2.749 1.441 0.0 0.0 0.0 0.617
H 0.899 4.015 -0.085 0.0 0.0 0.0 0.221
H 2.427 4.540 0.617 0.0 0.0 0.0 0.474
H 1.175 3.869 1.666 0.0 0.0 0.0 0.235
H 2.486 -0.464 5.126 0.0 0.0 0.0 0.330
H 1.566 0.644 6.150 0.0 0.0 0.0 0.456
H 2.558 1.282 4.834 0.0 0.0 0.0 0.336
H 0.376 -1.736 4.652 0.0 0.0 0.0 0.293
H -1.019 -0.924 3.906 0.0 0.0 0.0 0.235
H -0.608 -0.613 5.593 0.0 0.0 0.0 0.521
H 0.623 2.451 3.742 0.0 0.0 0.0 0.186
H -0.415 1.948 5.079 0.0 0.0 0.0 0.603
H -0.893 1.576 3.422 0.0 0.0 0.0 0.207
C -2.133 2.911 0.215 0.0 0.0 0.0 -0.571
Te -1.143 2.077 -1.474 0.1 0.0 0.1 0.137
C -2.918 2.657 -2.507 0.0 0.0 0.0 -0.609
C -3.366 3.873 -1.730 0.0 0.0 0.0 0.529
C -4.156 4.853 -2.319 0.0 0.0 0.0 -0.868
C -4.569 5.948 -1.577 0.0 0.0 0.0 -0.615
C -4.185 6.072 -0.248 0.0 0.0 0.0 -0.669
C -3.390 5.102 0.341 0.0 0.0 0.0 -0.723
C -2.981 3.997 -0.395 0.0 0.0 0.0 0.518
H -1.373 3.275 0.904 0.0 0.0 0.0 0.332
H -2.714 2.129 0.703 0.0 0.0 0.0 0.513
H -3.645 1.849 -2.469 0.0 0.0 0.0 0.026
H -2.667 2.876 -3.542 0.0 0.0 0.0 0.590
H -4.444 4.763 -3.360 0.0 0.0 0.0 0.479
H -5.180 6.712 -2.038 0.0 0.0 0.0 0.428
H -4.498 6.934 0.326 0.0 0.0 0.0 0.425
H -3.084 5.207 1.375 0.0 0.0 0.0 0.481
```
Positions in Å, forces in eV/Å.

## Properties
Energy above the lowest of the compared OMol25 structures with the same formula, charge and spin in eV: 0.9168
2S+1: 1
HOMO-LUMO gap in eV: 6.45
Net charge: +2